[1]
Below is C12H18Cl2DyN2 as an isolated structure, with properties calculated with ωB97M-V/def2-TZVPD.

```
35
Properties=species:S:1:pos:R:3:lowdin_spin:R:1
Dy -1.75015 -2.81007 -1.17049 5.85
Cl -2.22712 -4.12809 0.79813 0.03
Cl -3.15969 -1.04358 -2.11697 0.03
N 4.23536 -3.26933 -0.33983 0.00
N 0.27185 -2.25798 -0.60575 0.02
C -0.92749 2.23856 -1.65053 0.00
C 2.18939 -2.59424 0.73017 0.00
C -1.04083 3.18642 2.08150 -0.05
C -1.23307 0.65933 2.40044 -0.52
C 0.97207 -2.49396 -1.77026 0.03
C -0.89211 1.77864 2.96531 -0.18
C 2.31547 -2.75109 -1.69766 0.00
C 2.93936 -2.86309 -0.43832 0.00
C -2.06158 2.98148 0.85587 -0.01
C -1.58497 3.35930 -0.70178 0.00
C 0.85755 -2.31766 0.62680 0.00
C 0.51939 1.75513 -1.83127 0.00
H 2.66203 -2.60582 1.71482 0.00
H 0.32325 0.51127 -1.71006 0.00
H -1.07495 0.57691 1.17785 -0.04
H 2.89910 -2.88881 -2.61692 0.00
H -0.82502 2.64096 -2.65437 0.00
H -1.62925 1.39587 -1.63166 0.00
H -2.49371 1.90877 0.90108 -0.01
H 4.66995 -3.44666 0.55715 0.00
H 0.16173 -2.17069 1.46614 0.00
H -2.60909 3.51812 -1.16740 0.00
H -1.53190 4.00027 2.66762 -0.01
H 0.39946 -2.42634 -2.72406 0.02
H -1.46712 -0.41474 2.58613 -0.05
H -0.08067 3.62196 1.62565 0.00
H 4.76976 -3.52806 -1.15836 0.00
H 0.19373 1.80161 2.63854 -0.09
H -0.93143 4.29009 -0.76627 0.00
H -2.85928 3.78551 0.95877 0.00
```

Gap between HOMO and LUMO (alpha / beta) (eV): 3.8 / 3.1
Multiplicity: 6
Energy relative to the best compared isomer or geometry (same formula, charge and spin) (kJ/mol): 920.1
⟨S²⟩: 9.79
Net charge: -1

[2]
Below is C12H18F9O6Zn as an isolated structure, with properties calculated with ωB97M-V/def2-TZVPD.

```
46
Properties=species:S:1:pos:R:3:lowdin_charge:R:1
Zn 0.26116 -0.87226 0.13733 0.85
F -0.39841 1.51590 4.15740 0.09
F 1.53928 -1.85589 -3.19668 0.16
F -3.99625 0.78759 -1.43791 0.10
F -2.12533 0.20450 4.23174 0.06
F 2.47999 -3.72767 -2.66724 0.12
F 3.69069 -1.94695 -2.93285 0.00
F -3.20817 0.97259 0.54512 0.15
F -3.07971 2.67384 -0.78570 0.01
F -1.93933 1.60243 2.59086 0.12
O 2.14540 -0.69334 -0.67993 -0.17
O -1.15747 -1.07131 1.64049 -0.16
O -1.20327 -0.44629 -1.38741 -0.09
O 1.28051 -2.65285 -0.31838 -0.04
O 0.72599 0.03204 2.00586 -0.07
O -0.52951 1.41708 -0.42847 -0.13
C 2.89665 0.39026 -1.10009 -0.24
C -2.14726 -2.00198 1.95450 -0.30
C -0.27140 -0.35761 2.62821 -0.47
C -1.44813 0.78047 -1.30882 -0.52
C 2.41613 -2.41256 -2.38373 -0.45
C 0.66979 3.06934 0.68211 -0.05
C 2.26498 -2.13471 -0.83028 -0.54
C -1.19392 0.74996 3.33876 -0.44
C -2.93818 1.22705 -0.71396 -0.44
C -2.38679 -2.91284 0.82731 -0.07
C 2.41962 0.90321 -2.42711 -0.06
C 0.03829 2.66522 -0.61163 -0.29
H 0.70931 2.64929 -1.48292 0.10
H -3.09697 -1.56728 2.25870 0.12
H 2.59256 1.98020 -2.51052 0.08
H -1.51397 1.33294 -2.26031 0.15
H -3.05818 -3.70505 1.14815 0.08
H 1.27088 2.27784 1.10764 0.06
H 3.28511 -2.33495 -0.46205 0.16
H -2.79281 -2.32712 0.00476 0.08
H 2.79418 1.02973 -0.22884 0.12
H -0.16898 3.21723 1.36098 0.08
H 3.92325 0.01376 -1.11000 0.13
H -1.43607 -3.32798 0.49381 0.08
H -0.18403 -1.06771 3.48039 0.15
H 1.36990 0.62263 -2.53367 0.08
H 1.17020 4.03113 0.53947 0.08
H -0.78886 3.32340 -0.88185 0.11
H 2.89555 0.47551 -3.30203 0.07
H -1.77643 -2.52882 2.84878 0.13
```

Gap between HOMO and LUMO (eV): 8.8
Net charge: -1

[3]
Below is C12H18IN6OPtS2 as an isolated structure, with properties calculated with ωB97M-V/def2-TZVPD.

```
41
Properties=species:S:1:pos:R:3:lowdin_spin:R:1
Pt -0.35084 0.14778 0.06695 1.26
I -2.86400 -0.48856 -0.06200 0.37
S 1.05799 1.82025 4.16333 0.01
S -0.98025 4.51690 -1.33022 0.01
O 0.45622 -1.88104 0.48090 0.05
N -0.48297 2.18716 -0.42645 0.08
N -1.43887 2.15024 -2.55921 0.00
N 0.44903 1.09268 1.79747 0.12
N 1.00062 -0.69901 3.17536 0.00
N 0.13487 -4.09792 0.64698 0.01
N 0.32934 -3.09379 -1.44398 0.00
C 0.80817 0.60719 2.96742 0.02
C -0.31734 4.38082 0.26123 0.00
C -0.98219 2.80317 -1.47361 0.01
C 0.15345 -4.37589 -2.12414 0.00
C -0.75402 -5.26403 -1.30427 0.00
C 0.61017 -1.92189 -2.25307 0.01
C 0.20158 -3.97737 2.09287 0.00
C -0.13862 3.08539 0.58061 0.00
C -0.17131 -5.41410 0.08405 0.00
C 0.33041 2.47774 1.82947 0.01
C 0.61867 3.04057 3.01721 0.01
C 0.30402 -2.99615 -0.10312 0.01
H 1.10514 -1.05445 4.10847 0.00
H -0.88411 -5.89733 0.75237 0.00
H -1.98195 2.65101 -3.24112 0.00
H -0.11256 5.25280 0.85572 0.00
H 1.47948 -1.37962 -1.88011 0.00
H -1.74835 -4.81633 -1.24572 0.00
H 0.58557 4.07852 3.29527 0.00
H -0.85368 -6.24197 -1.77370 0.00
H 0.82785 -2.25688 -3.26503 0.00
H -0.63280 -3.39591 2.49029 0.00
H -1.67893 1.17734 -2.42447 0.00
H 1.12840 -4.85076 -2.27783 0.00
H 1.14730 -3.53406 2.40577 0.00
H -0.27412 -4.17117 -3.10474 0.00
H 0.15105 -4.97784 2.51472 0.00
H -0.25103 -1.24592 -2.29550 0.01
H 0.79681 -1.33522 2.41147 0.00
H 0.73443 -6.02896 0.06469 0.00
```

Gap between HOMO and LUMO (alpha / beta) (eV): 8.0 / 6.6
Multiplicity: 3
Energy relative to the best compared isomer or geometry (same formula, charge and spin) (kJ/mol): 22.2
⟨S²⟩: 2.01
Net charge: +1

[4]
Below is C12H18K2N4O10 as an isolated structure, with properties calculated with ωB97M-V/def2-TZVPD.

```
46
Properties=species:S:1:pos:R:3:lowdin_charge:R:1
K 0.13045 3.93370 -0.01883 1.16
K -2.95854 0.69013 0.86589 1.14
O -1.79869 -1.23586 0.25164 -0.20
O -1.14075 0.53354 1.48571 -0.29
O -0.28689 -2.60724 4.11264 0.05
O -3.46513 -1.12300 -1.21381 0.11
O -3.12203 2.87901 -2.28074 0.02
O -2.57223 1.11341 -1.18235 -0.20
O 0.63049 0.39856 0.15665 0.00
O -1.90535 -3.51155 2.99705 0.04
O -1.26175 2.95310 -1.05870 -0.13
O -0.40375 2.31830 0.53405 -0.24
N 2.82018 4.10206 -1.21624 0.02
N -2.32071 -1.25944 -0.91015 -0.36
N -0.96154 -2.71264 3.09698 -0.41
N 1.03260 -3.85395 0.74314 0.03
C -0.96656 -1.56537 2.15912 -0.04
C 0.95829 -1.99092 -0.45458 -0.14
C 1.66219 -1.74018 0.75841 -0.09
C 2.07850 2.35489 -0.10281 -0.13
C 1.72181 -2.91572 1.51118 -0.07
C 1.88041 3.50876 -2.02210 -0.13
C -2.31379 2.27801 -1.56025 -0.77
C 1.47665 2.39923 -1.38329 -0.16
C 2.84503 3.48142 -0.02134 -0.16
C -1.43846 -1.47342 -2.06035 0.06
C 0.56178 -3.31321 -0.38104 -0.13
C -0.33697 1.11040 0.72429 -0.67
H 2.05753 -0.82741 1.17909 0.12
H 3.45373 3.78823 0.81635 0.13
H 2.19741 -3.22296 2.43086 0.12
H 0.00767 -1.10309 2.31805 0.10
H 0.70103 1.71086 -1.68492 0.12
H -0.96983 2.35726 -0.36491 -0.21
H -1.30276 -0.46286 -2.44565 0.12
H 1.83821 1.61439 0.64573 0.11
H 0.12122 -3.95952 -1.12573 0.13
H -0.52470 -1.96068 -1.72017 0.03
H 3.21403 5.02018 -1.36462 0.16
H -1.01920 -2.11069 1.21681 0.08
H -1.76081 -0.87552 2.44437 0.11
H -1.88931 -2.09815 -2.83141 0.12
H 0.74059 -1.22922 -1.18863 0.10
H 0.19459 -0.45542 0.10842 0.05
H 0.80915 -4.79389 1.03757 0.16
H 1.58621 3.85644 -3.00137 0.14
```

Gap between HOMO and LUMO (eV): 7.5
Net charge: 0

[5]
Below is an isolated ion of composition C12H18N and charge +1, with properties calculated with ωB97M-V/def2-TZVPD.

```
31
Properties=species:S:1:pos:R:3:lowdin_charge:R:1
N 1.67822 0.39846 -0.72680 -0.11
C -0.54342 1.17081 -0.81284 -0.23
C -0.10687 2.33493 -1.42693 0.00
C 2.64103 -0.61075 -0.30863 -0.20
C 3.45458 -0.13345 0.89089 -0.06
C -2.00824 0.98313 -0.52814 -0.13
C -2.16795 -0.66909 2.09837 0.00
C 1.24644 2.48692 -1.72043 -0.02
C -2.44876 -0.49556 -0.42997 -0.15
C -1.98823 -1.23355 0.75460 -0.18
C 2.12333 1.49215 -1.37336 -0.03
C -1.45430 -2.59233 0.62955 -0.02
C 0.39426 0.20088 -0.44555 0.05
H 2.80138 0.07278 1.73927 0.08
H -3.54575 -0.46242 -0.38795 0.16
H -1.03311 -2.78931 -0.35252 0.10
H 4.16580 -0.90626 1.17975 0.08
H -2.27450 -3.30530 0.78070 0.13
H -2.16442 -1.02104 -1.34265 0.13
H -2.22831 -1.45042 2.85403 0.11
H 4.01046 0.77093 0.64891 0.07
H -0.72667 -2.80493 1.41187 0.11
H 2.07992 -1.51072 -0.04873 0.11
H -1.30363 -0.05086 2.35663 0.13
H -2.26229 1.50864 0.39502 0.12
H -0.80320 3.11938 -1.68466 0.12
H 3.17660 1.54219 -1.60199 0.14
H -2.58013 1.44640 -1.33308 0.13
H -3.04328 -0.02397 2.15704 0.11
H 3.30641 -0.83697 -1.14712 0.13
H 1.60465 3.36934 -2.22528 0.12
```

Gap between HOMO and LUMO (alpha / beta) (eV): 6.7 / 6.7
Energy relative to the best compared isomer or geometry (same formula, charge and spin) (kJ/mol): 300.2
Net charge: +1

[6]
Below is a 2-piece molecular cluster, C12H18N2O5S overall, with properties calculated with ωB97M-V/def2-TZVPD.

```
38
Properties=species:S:1:pos:R:3:lowdin_charge:R:1
S -1.60801 1.31417 7.17075 0.73
O 4.04817 -2.64291 -3.78256 0.10
O -0.90824 3.19429 2.71012 0.06
O -1.49176 -0.86570 -0.74652 0.06
O -0.64944 2.72329 0.51222 0.17
O 2.62218 -0.98222 -3.94770 0.00
N -3.04149 0.31393 0.42625 0.16
N -1.15468 3.01350 5.00163 0.11
C 1.85397 -3.28239 -4.40061 0.01
C -1.44360 2.32963 5.96410 -0.77
C 0.48847 1.37024 2.22096 -0.18
C -0.38613 2.48482 1.64172 -0.42
C -0.97551 -0.66795 1.54381 -0.09
C 0.37261 0.07760 1.39624 -0.12
C -1.85693 -0.40426 0.30956 -0.52
C -1.18327 2.24006 3.71721 -0.30
C 0.29864 -0.59122 -3.31912 -0.07
C 0.03630 1.28001 3.71295 -0.06
C 2.93225 -2.28652 -4.04362 -0.53
C 1.37134 -0.43383 -4.37615 -0.23
H 1.54105 1.66144 2.24957 0.16
H -0.21707 0.26746 4.02524 0.12
H 1.07629 -0.85548 -5.33898 0.11
H -0.79694 -1.74433 1.51761 0.12
H 0.84750 1.63666 4.34349 0.13
H 1.02381 -2.86068 -4.96198 0.07
H -2.13921 1.74234 3.53565 0.16
H 1.19589 -0.59240 1.64838 0.12
H 0.46859 0.33331 0.33712 0.11
H 0.09355 -1.63832 -3.10036 0.07
H 2.29886 -4.05730 -5.02084 0.09
H 1.47504 -3.73219 -3.48416 0.10
H -2.98773 1.04318 1.12487 0.08
H 1.56413 0.62431 -4.54695 0.12
H -1.51097 -0.45954 2.47558 0.10
H -3.24366 0.69798 -0.48995 0.11
H -0.63090 -0.12132 -3.64025 0.08
H 0.61691 -0.12963 -2.38531 0.07
```

Gap between HOMO and LUMO (eV): 9.8
Structure (SMILES): NC(=O)CC[C@@H]1C[C@@H](N=C=S)OC1=O.CCOC(C)=O
Energy relative to the best compared isomer or geometry (same formula, charge and spin) (kJ/mol): 78.9
Net charge: 0

Record order is preserved below.
Max |F|: 0.178 0.113 0.013 0.314 0.044 0.051 Eh/bohr